DFT (ωB97M-V/def2-TZVPD) results for C17H31F5P2Zn as an isolated structure.

```
56
Properties=species:S:1:pos:R:3
P 0.001 -1.440 -6.048
P 0.239 1.795 -5.821
C -0.272 -0.405 -7.560
C 0.396 0.975 -7.485
H -1.361 -0.308 -7.688
H 0.117 -0.982 -8.414
H 1.471 0.902 -7.703
H -0.052 1.660 -8.219
C -1.437 2.514 -6.068
H -1.690 3.154 -5.213
H -2.192 1.721 -6.136
H -1.432 3.107 -6.990
C 1.294 3.261 -6.097
H 0.942 3.831 -6.969
H 2.328 2.923 -6.260
H 1.272 3.890 -5.199
C -1.113 -2.846 -6.330
H -1.103 -3.492 -5.445
H -0.801 -3.419 -7.214
H -2.136 -2.475 -6.472
C 1.673 -2.095 -6.379
H 2.410 -1.282 -6.365
H 1.688 -2.591 -7.359
H 1.940 -2.815 -5.596
Zn 1.002 0.265 1.254
C 0.130 1.690 -2.727
C -1.145 1.483 -3.095
C -1.699 0.262 -3.745
C -1.994 -0.935 -2.816
C -0.896 -1.935 -2.818
C 0.372 -1.795 -3.258
C 1.139 -0.517 -3.512
C 1.161 0.629 -2.455
C 0.726 -1.647 1.034
H 0.441 2.721 -2.474
H -1.845 2.327 -3.016
H -1.037 -0.107 -4.559
H -2.626 0.537 -4.274
H -2.204 -0.589 -1.781
H -2.922 -1.417 -3.187
H -1.138 -2.868 -2.301
H 0.991 -2.707 -3.263
H 0.843 0.016 -4.450
H 2.186 -0.793 -3.734
H 1.146 0.226 -1.423
H 2.150 1.108 -2.576
H 1.458 -2.256 1.582
H 0.778 -1.879 -0.041
H -0.281 -1.901 1.409
F -1.375 1.701 1.581
C -0.062 1.890 2.001
F 0.387 3.077 1.469
C -0.060 2.010 3.526
F -0.484 0.859 4.124
F 1.183 2.311 3.987
F -0.897 3.009 3.913
```

E ... -3627.57072 Eh
Frontier orbital gap ... 6.81 eV
HOMO energy ... -7.13 eV
Lowest unoccupied orbital energy ... -0.320 eV
Energy above the lowest of the compared OMol25 structures with the same formula, charge and spin ... 0.000 eV